{
  "formula": "C44H57BrClF21NO17",
  "method": "the ωB97M-V functional and the def2-TZVPD basis",
  "elements": ["C", "C", "C", "Cl", "C", "C", "C", "C", "C", "C", "C", "C", "N", "Br", "C", "C", "C", "O", "O", "C", "C", "O", "H", "H", "H", "H", "H", "H", "H", "H", "H", "H", "H", "H", "H", "H", "H", "H", "H", "H", "H", "H", "H", "H", "C", "C", "O", "C", "O", "C", "F", "F", "F", "H", "H", "H", "H", "H", "C", "C", "O", "C", "O", "C", "F", "F", "F", "H", "H", "H", "H", "H", "C", "C", "O", "C", "O", "C", "F", "F", "F", "H", "H", "H", "H", "H", "C", "C", "O", "C", "O", "C", "F", "F", "F", "H", "H", "H", "H", "H", "C", "C", "O", "C", "O", "C", "F", "F", "F", "H", "H", "H", "H", "H", "C", "C", "O", "C", "O", "C", "F", "F", "F", "H", "H", "H", "H", "H", "C", "C", "O", "C", "O", "C", "F", "F", "F", "H", "H", "H", "H", "H"],
  "coordinates": [[5.1275, -3.9833, -5.8624], [4.4531, -3.3453, -7.0823], [2.8972, -3.1340, -6.9546], [2.1898, -3.8151, -5.4575], [2.5111, -1.6886, -7.1989], [2.0561, -1.3877, -8.4633], [1.7116, -0.0883, -8.8060], [1.2531, 0.2104, -10.2068], [-0.2860, 0.0619, -10.4173], [-0.5073, -0.9189, -11.6039], [-0.8504, 1.4269, -10.8942], [1.8108, 0.8527, -7.8396], [2.2525, 0.5557, -6.6168], [2.3677, 1.9927, -5.4336], [2.6152, -0.6816, -6.2568], [3.1507, -0.9169, -4.8606], [2.0772, -1.1260, -3.8065], [2.3250, -1.8017, -2.8365], [0.8573, -0.4988, -3.9580], [-0.2159, -1.3680, -4.2746], [-0.5692, -2.5572, -3.4168], [-0.8768, -1.0908, -5.2460], [6.1957, -4.1019, -6.0531], [5.0198, -3.4154, -4.9367], [4.7133, -4.9757, -5.6839], [4.6236, -4.0275, -7.9185], [4.9367, -2.4091, -7.3742], [2.4631, -3.7139, -7.7657], [1.9793, -2.1737, -9.2050], [1.7957, -0.4288, -10.9053], [1.5493, 1.2337, -10.4594], [-0.7906, -0.2888, -9.5156], [-1.5089, -1.3468, -11.5909], [0.2042, -1.7446, -11.4920], [-0.2792, -0.4113, -12.5415], [-1.8347, 1.3194, -11.3439], [-0.1468, 1.8109, -11.6376], [-0.8273, 2.1259, -10.0525], [1.5313, 1.8709, -8.0731], [3.8025, -1.7823, -4.8813], [3.7959, -0.0698, -4.6051], [-1.2016, -3.2116, -4.0130], [0.2932, -3.1493, -3.1077], [-1.1272, -2.2885, -2.5180], [1.9682, -1.6569, -0.0119], [1.9544, -1.9210, 1.4784], [0.6736, -2.4318, 1.8938], [0.4834, -3.7326, 1.7244], [1.2668, -4.5042, 1.2590], [-0.8991, -4.1263, 2.2591], [-1.8527, -3.2575, 1.8835], [-0.9084, -4.1653, 3.5975], [-1.2782, -5.3280, 1.8316], [1.1459, -0.9942, -0.2881], [2.9085, -1.1968, -0.3116], [1.8418, -2.5789, -0.5737], [2.1009, -0.9930, 2.0276], [2.7517, -2.6020, 1.7733], [4.4812, 5.5794, -1.5319], [5.9614, 5.2756, -1.4455], [6.2064, 3.8641, -1.6266], [6.2559, 3.4381, -2.8753], [6.1142, 4.1118, -3.8541], [6.5699, 1.9339, -2.8869], [5.8501, 1.2659, -1.9751], [7.8573, 1.7141, -2.6139], [6.3128, 1.3684, -4.0742], [3.9263, 4.9655, -0.8195], [4.2986, 6.6237, -1.3145], [4.1028, 5.3509, -2.5182], [6.3397, 5.5226, -0.4559], [6.5341, 5.8588, -2.1654], [-4.6111, -4.6130, 1.0028], [-4.6234, -4.8659, 2.4952], [-5.9093, -5.3420, 2.9280], [-6.1273, -6.6435, 2.7753], [-5.3588, -7.4312, 2.3122], [-7.5125, -7.0083, 3.3264], [-8.4436, -6.1256, 2.9473], [-7.4953, -7.0286, 4.6660], [-7.8999, -8.2085, 2.9075], [-5.4175, -3.9336, 0.7229], [-3.6631, -4.1789, 0.6978], [-4.7628, -5.5381, 0.4459], [-4.4494, -3.9341, 3.0309], [-3.8391, -5.5616, 2.7920], [0.8597, 10.5512, -5.1984], [0.3210, 9.1471, -5.3657], [1.1506, 8.1892, -4.6763], [0.9192, 8.0510, -3.3773], [0.1014, 8.6419, -2.7415], [1.8403, 6.9691, -2.7966], [3.1018, 7.0912, -3.2485], [1.4156, 5.7377, -3.1388], [1.8706, 7.0206, -1.4709], [1.9006, 10.6018, -5.5197], [0.2737, 11.2559, -5.7869], [0.8274, 10.8617, -4.1542], [0.3413, 8.8613, -6.4157], [-0.7115, 9.0697, -5.0272], [-1.3138, -2.8728, 6.7692], [-2.7250, -2.3680, 6.5569], [-3.0546, -1.3395, 7.5106], [-2.6442, -0.1170, 7.2092], [-2.0315, 0.1991, 6.2330], [-3.1115, 0.8693, 8.2877], [-2.9211, 0.3917, 9.5212], [-4.4238, 1.1316, 8.1577], [-2.4641, 2.0288, 8.2102], [-1.1851, -3.2010, 7.7822], [-1.1020, -3.7021, 6.0972], [-0.5843, -2.0854, 6.5875], [-3.4386, -3.1735, 6.7215], [-2.8755, -2.0074, 5.5392], [-6.2959, 3.6013, 7.6537], [-6.6850, 3.8308, 9.0974], [-7.1715, 5.1712, 9.2953], [-8.4462, 5.3781, 8.9903], [-9.2077, 4.5604, 8.5687], [-8.8264, 6.8323, 9.3011], [-7.8903, 7.6906, 8.8785], [-8.9713, 7.0104, 10.6212], [-9.9734, 7.1693, 8.7189], [-5.5754, 4.3531, 7.3277], [-5.8582, 2.6183, 7.5296], [-7.1626, 3.6790, 6.9966], [-5.8124, 3.7290, 9.7400], [-7.4225, 3.1033, 9.4346], [4.3457, -3.3954, 11.1543], [3.5481, -4.6601, 10.9208], [2.3574, -4.3857, 10.1568], [2.5104, -4.3217, 8.8427], [3.5340, -4.4647, 8.2443], [1.1516, -4.0763, 8.1746], [0.4433, -3.1310, 8.8154], [0.4069, -5.1899, 8.1636], [1.2838, -3.6869, 6.9031], [3.7229, -2.6321, 11.6221], [5.2000, -3.5981, 11.7990], [4.7118, -2.9833, 10.2138], [3.2081, -5.0686, 11.8702], [4.1459, -5.4280, 10.4316]],
  "forces_ev_per_a": [[0.13, 0.01, -0.12], [-0.09, -0.35, 0.41], [0.85, -0.03, -0.37], [-0.17, 0.11, -0.23], [-0.25, -0.88, -0.01], [-0.01, 0.11, 0.01], [-0.03, -1.07, -1.17], [-0.19, 0.62, 0.38], [0.03, 0.29, -1.74], [0.47, -0.35, 1.11], [0.77, -0.39, 0.83], [-0.40, 1.11, -0.47], [-0.05, 0.39, 0.31], [-0.01, 0.04, -0.01], [0.42, -0.24, 1.05], [-0.22, 0.66, -0.98], [0.64, -1.16, 2.31], [-0.32, 0.90, -1.41], [0.47, -0.66, -0.73], [-1.81, -0.05, -1.26], [0.52, -0.39, 0.10], [1.13, 0.12, 1.06], [-0.07, 0.05, -0.03], [-0.01, 0.02, -0.09], [0.04, 0.05, 0.03], [-0.13, 0.09, -0.02], [-0.10, 0.05, 0.21], [-0.26, 0.05, 0.19], [-0.02, 0.01, 0.00], [-0.03, -0.07, 0.13], [-0.01, -0.07, 0.08], [0.08, -0.02, -0.01], [-0.04, 0.21, -0.25], [-0.23, -0.13, -0.21], [-0.18, -0.09, -0.03], [-0.07, 0.17, 0.21], [-0.28, 0.04, -0.14], [-0.42, 0.15, -0.19], [0.13, 0.10, 0.39], [-0.16, -0.11, 0.23], [-0.17, -0.05, 0.26], [-0.06, 0.22, -0.09], [0.07, 0.29, 0.09], [0.17, 0.33, -0.06], [-0.29, -0.20, 0.12], [0.52, 0.42, -0.22], [-0.25, -0.10, 0.22], [0.57, 0.42, -0.08], [-0.23, -0.29, -0.02], [-0.88, -0.35, 0.29], [0.27, 0.19, -0.07], [0.27, 0.14, 0.03], [0.30, -0.01, -0.20], [0.07, 0.09, 0.04], [0.01, -0.02, 0.04], [0.12, -0.04, 0.05], [-0.25, -0.05, 0.12], [-0.16, -0.18, -0.01], [0.30, -0.72, 0.26], [-0.22, 0.65, 0.30], [0.21, -0.30, 0.00], [-0.08, 0.72, 0.28], [-0.02, -0.43, -0.31], [0.23, -0.83, 0.11], [-0.17, 0.17, -0.01], [0.04, 0.24, -0.02], [-0.16, 0.30, -0.13], [0.07, 0.10, 0.12], [0.09, 0.07, 0.07], [0.10, -0.04, -0.11], [0.07, -0.29, 0.02], [0.00, -0.22, -0.16], [-0.32, -0.21, -0.19], [0.50, 0.35, -0.22], [-0.20, -0.06, 0.21], [0.52, 0.37, -0.09], [-0.18, -0.26, 0.01], [-0.70, -0.21, 0.16], [0.13, 0.09, -0.07], [0.20, 0.07, 0.00], [0.21, -0.02, -0.09], [0.05, 0.08, 0.07], [0.00, 0.01, 0.03], [0.08, -0.04, 0.06], [-0.24, -0.03, 0.11], [-0.16, -0.18, -0.03], [0.21, -0.03, 0.28], [-0.26, 0.50, -0.41], [0.10, -0.34, 0.09], [-0.33, 0.38, -0.57], [0.07, -0.16, 0.34], [0.51, -0.31, 0.21], [-0.66, 0.50, -0.37], [-0.12, 0.08, -0.17], [-0.16, 0.18, -0.02], [-0.05, 0.00, -0.12], [-0.02, -0.04, -0.02], [-0.11, 0.01, -0.02], [0.17, -0.20, 0.07], [0.09, -0.09, 0.21], [-0.50, 0.46, -0.43], [0.20, -0.63, -0.43], [-0.20, 0.22, 0.14], [0.02, -0.61, -0.35], [0.03, 0.36, 0.07], [-0.05, 0.53, 0.68], [0.03, -0.20, -0.09], [0.11, -0.29, -0.13], [0.08, -0.08, -0.28], [-0.43, -0.15, 0.09], [-0.09, 0.02, -0.04], [-0.06, 0.02, -0.11], [-0.11, 0.16, 0.23], [0.02, 0.25, 0.10], [-0.27, 0.37, -0.24], [0.37, -0.54, -0.13], [-0.09, 0.24, 0.18], [0.39, -0.55, 0.02], [-0.27, 0.19, -0.04], [-0.20, 0.69, 0.04], [0.09, -0.13, -0.04], [0.06, -0.19, 0.04], [-0.01, -0.22, -0.06], [0.08, -0.06, 0.08], [-0.02, -0.01, 0.01], [-0.04, -0.06, 0.06], [-0.04, 0.25, 0.07], [-0.17, 0.16, -0.05], [-0.11, 0.22, -0.24], [0.50, -0.03, 0.48], [-0.30, -0.07, -0.15], [0.46, -0.17, 0.52], [-0.13, 0.07, -0.34], [-0.70, 0.23, -0.48], [0.88, -0.11, 0.55], [0.21, -0.17, 0.21], [0.57, -0.10, 0.27], [0.01, -0.07, 0.11], [-0.02, -0.04, 0.01], [0.07, -0.09, 0.00], [-0.26, 0.04, -0.09], [-0.10, 0.07, -0.21]],
  "lowdin_charge": [-0.126, -0.220, -0.566, 0.780, -0.151, 0.097, -0.157, -0.117, -0.379, -0.071, -0.074, -0.064, -0.344, 1.034, -0.190, -0.049, -0.450, 0.124, 0.053, -0.432, 0.024, 0.134, 0.085, 0.059, 0.069, 0.114, 0.115, 0.098, 0.150, 0.122, 0.121, 0.135, 0.084, 0.067, 0.088, 0.085, 0.080, 0.077, 0.135, 0.093, 0.100, 0.097, 0.070, 0.105, -0.074, -0.183, 0.037, -0.398, 0.179, -0.533, 0.149, 0.167, 0.175, 0.086, 0.081, 0.064, 0.128, 0.129, -0.064, -0.169, 0.043, -0.406, 0.165, -0.540, 0.160, 0.181, 0.144, 0.097, 0.080, 0.060, 0.130, 0.130, -0.056, -0.202, 0.036, -0.396, 0.176, -0.549, 0.167, 0.168, 0.176, 0.086, 0.058, 0.083, 0.123, 0.118, -0.057, -0.194, 0.030, -0.400, 0.185, -0.534, 0.132, 0.153, 0.176, 0.084, 0.086, 0.080, 0.124, 0.126, -0.064, -0.173, 0.044, -0.399, 0.171, -0.537, 0.172, 0.147, 0.174, 0.061, 0.076, 0.088, 0.129, 0.122, -0.056, -0.191, 0.034, -0.400, 0.173, -0.548, 0.165, 0.168, 0.173, 0.088, 0.054, 0.081, 0.126, 0.127, -0.059, -0.193, 0.037, -0.398, 0.175, -0.533, 0.136, 0.172, 0.155, 0.084, 0.084, 0.078, 0.126, 0.126],
  "total_charge": 1,
  "fmax_ev_per_a": 2.66,
  "homo_energy_ev": -12.0,
  "orbital_gap_ha": 0.2881
}